(one)
This record from OMol25 describes one molecule with the formula C4H6N2S. The level of theory is ωB97M-V/def2-TZVPD.

XYZ file:
```
13
Properties=species:S:1:pos:R:3:lowdin_charge:R:1
C 0.297 1.428 -1.389 -0.20
C 0.087 1.907 -0.140 -0.11
C 0.487 -0.313 -0.031 -0.39
C 0.360 -1.614 0.648 -0.41
N 0.421 0.075 -1.418 0.08
N 0.287 0.829 0.689 0.05
S -1.508 -2.086 0.834 0.66
H -0.078 1.811 -2.316 0.09
H -0.084 2.950 0.080 0.10
H 0.825 -2.303 0.029 0.04
H 0.700 -1.655 1.732 0.09
H -0.065 0.591 1.637 0.16
H -1.730 -1.620 -0.356 -0.19
```

Computed properties:
Total charge: 0
HOMO-LUMO gap, Eh: 0.3400
LUMO, eV: 0.654

(two)
This record from OMol25 describes one molecule with the formula C4H6N2S. The level of theory is ωB97M-V/def2-TZVPD.

XYZ file:
```
13
Properties=species:S:1:pos:R:3:lowdin_charge:R:1
C 0.463 -0.079 0.555 -0.35
C 1.486 -1.144 0.444 -0.40
C 1.164 1.221 0.101 -0.58
C -0.695 -0.355 -0.487 -0.04
N 0.519 2.310 0.231 0.12
N 2.524 1.078 -0.212 -0.29
S 2.871 -0.536 -0.181 1.04
H 0.080 0.046 1.634 0.17
H 1.302 -2.257 0.376 0.10
H -0.346 -0.809 -1.372 0.06
H -1.222 -1.204 -0.137 0.06
H -1.330 0.473 -0.673 0.07
H 1.231 2.901 -0.156 0.03
```

Computed properties:
Total charge: 0
HOMO-LUMO gap (alpha / beta), Eh: 0.2766 / 0.2767
LUMO (alpha / beta), eV: -0.899 / -0.898

Which of them is most stable? Easy: (one).

(one)
This record from OMol25 describes one molecule with the formula C4H6N2S. The level of theory is ωB97M-V/def2-TZVPD.

XYZ file:
```
13
Properties=species:S:1:pos:R:3:lowdin_charge:R:1
C -0.150 -0.537 1.251 -0.49
C 0.616 0.610 0.612 -0.25
C 1.304 0.264 -0.659 -0.17
C -1.476 -0.322 -1.161 -0.52
H 0.559 -1.255 1.672 0.07
H -0.740 -0.077 2.070 0.08
H -0.133 1.436 0.390 0.13
H 1.295 1.022 1.367 0.11
H 2.377 -0.023 -0.685 0.12
H -2.474 0.016 -1.386 0.07
N 0.690 0.020 -1.766 0.01
N -0.635 0.320 -1.840 -0.05
S -1.233 -1.473 0.135 0.89
```

Computed properties:
Total charge: 0
HOMO-LUMO gap, Eh: 0.3615
LUMO, eV: 0.712

(two)
This record from OMol25 describes one molecule with the formula C4H6N2S. The level of theory is ωB97M-V/def2-TZVPD.

XYZ file:
```
13
Properties=species:S:1:pos:R:3:lowdin_charge:R:1
C 0.152 1.837 -0.106 -0.04
C -1.595 -1.158 -0.104 -0.21
C -0.343 -1.687 -0.086 -0.12
C 0.554 -0.656 -0.085 -0.61
H -0.692 2.460 -0.366 0.08
H 0.514 2.119 0.869 0.08
H 0.975 1.906 -0.811 0.07
H -2.527 -1.683 -0.147 0.10
H -0.064 -2.729 -0.021 0.10
H 2.622 -0.456 1.108 -0.16
N -0.288 0.447 -0.075 -0.21
N -1.616 0.136 -0.020 0.09
S 2.308 -0.534 -0.155 0.81
```

Computed properties:
Total charge: 0
HOMO-LUMO gap, Eh: 0.3702
LUMO, eV: 0.644

Which of them is most stable? Easy: (two).